1.
78
Properties=species:S:1:pos:R:3 method="wB97M-V/def2-TZVPD" orbital_gap_ev=9.95 smiles=CC(C)O.CC(C)O.CC(C)O.CC(C)O.CC(C)O.CC(C)O.CO de_lowest_kj_mol=162.8 charge=0
C 14.62435 10.58876 13.16549
C 13.33228 10.80807 12.32435
C 12.12773 11.10510 13.20286
O 13.49491 11.91794 11.37142
H 14.67284 11.36050 13.93982
H 15.51988 10.56528 12.53986
H 14.53896 9.58853 13.62465
H 13.07252 9.99374 11.70751
H 11.21779 11.08720 12.58660
H 12.25728 12.07857 13.76446
H 12.02645 10.28810 13.97291
H 13.31780 12.70614 11.90947
C 10.38237 14.59054 8.91903
C 10.54824 14.25313 7.45856
C 11.99907 14.58812 6.94407
O 10.14417 12.91451 7.26343
H 10.99573 13.86532 9.44618
H 9.38339 14.50017 9.29715
H 10.74894 15.58224 9.13187
H 9.98055 14.89473 6.80896
H 12.09265 15.66888 6.96262
H 12.09164 14.26993 5.89545
H 12.77803 14.07127 7.47333
H 10.62365 12.43336 7.93450
C 13.67101 7.76680 6.48814
C 12.74599 6.78219 7.19705
C 12.11598 5.85231 6.21842
O 13.41045 5.99754 8.12133
H 13.07136 8.51922 5.90247
H 14.37641 7.23438 5.86603
H 14.23980 8.36239 7.24411
H 11.96334 7.33600 7.73357
H 11.47527 5.17149 6.76861
H 12.81448 5.33487 5.56964
H 11.45380 6.43896 5.55650
H 13.55776 6.43581 8.97856
C 12.60544 6.67842 13.00271
C 12.56194 6.80873 11.48520
C 11.15039 6.65578 10.91328
O 13.13729 7.98328 10.99954
H 13.62687 6.69541 13.31085
H 12.13272 5.84631 13.41854
H 12.10708 7.52071 13.58301
H 13.13162 5.94711 11.09876
H 11.12610 6.78221 9.81791
H 10.55607 7.43368 11.31356
H 10.65452 5.74290 11.16517
H 14.04051 8.01877 11.39613
C 9.09789 9.46746 8.58350
C 7.78666 9.11457 7.87651
C 7.81945 7.69018 7.39902
O 6.74467 9.43965 8.75180
H 9.24241 10.49255 8.86514
H 9.94089 9.20533 7.88738
H 9.20447 8.88635 9.53000
H 7.77459 9.75735 6.96628
H 7.73122 7.03981 8.27775
H 8.74833 7.48799 6.85941
H 6.93834 7.46260 6.75576
H 5.91618 9.31562 8.25178
C 17.11000 10.17974 9.10665
C 18.33690 10.30197 8.27870
C 18.46480 9.08500 7.34503
O 18.38285 11.47418 7.52434
H 17.15575 9.15906 9.44763
H 16.14795 10.33387 8.56881
H 17.26862 10.86044 9.94195
H 19.19450 10.37284 8.92486
H 17.55539 9.06173 6.70370
H 18.56446 8.14285 7.91165
H 19.35788 9.25514 6.77552
H 17.47228 11.78824 7.46143
C 13.01413 11.31805 7.91894
O 12.01894 11.50038 8.94479
H 13.92616 11.92832 8.02827
H 13.39141 10.27065 7.76639
H 12.53368 11.64540 7.00221
H 12.52597 11.64042 9.76629

2.
93
Properties=species:S:1:pos:R:3 method="wB97M-V/def2-TZVPD" orbital_gap_ev=8.71 de_lowest_kj_mol=0.0 charge=0
N -0.11002 -3.64704 0.01851
C 0.14072 -2.43561 0.15380
C 1.55611 -1.91406 0.19625
O 2.30025 -2.42914 1.32751
C 2.03625 -1.80347 2.43379
O 0.98491 -1.44254 2.81012
O 3.17695 -1.65553 3.19010
S 3.05659 -0.42610 4.33910
H -1.12065 -3.77225 0.02611
H -0.67979 -1.72349 0.25591
H 1.59293 -0.82844 0.15234
H 2.04564 -2.27422 -0.70604
H 2.09193 -0.81853 5.20619
C -2.12614 -2.76021 3.95344
S -2.92536 -3.60714 2.58622
O -2.57371 -2.86059 1.34584
C -4.60317 -3.14628 3.03045
H -1.05012 -2.88535 3.84635
H -2.37431 -1.69913 3.92443
H -2.45672 -3.20346 4.89342
H -4.69192 -2.05994 3.06372
H -4.85265 -3.57763 4.00233
H -5.27697 -3.54389 2.27316
C 1.49146 -0.64590 -4.98488
S 1.17050 -1.94793 -3.78711
O 1.95154 -1.62451 -2.55668
C 2.06456 -3.23345 -4.66668
H 1.04988 0.27763 -4.61382
H 2.56671 -0.51027 -5.10540
H 1.03257 -0.90897 -5.94005
H 3.10243 -2.93051 -4.80749
H 1.58563 -3.40915 -5.63010
H 2.02594 -4.14170 -4.06819
C -8.11588 -5.09654 7.36549
S -6.91985 -5.78629 6.21239
O -5.85400 -4.76696 6.02406
C -7.98817 -5.71234 4.76698
H -7.63792 -5.01397 8.33946
H -8.42804 -4.10871 7.02595
H -8.97581 -5.76271 7.43710
H -8.30897 -4.68410 4.59751
H -8.85226 -6.35875 4.92118
H -7.41995 -6.06434 3.90811
C 6.95204 -0.42287 2.32227
S 6.71193 1.07315 3.29044
O 5.49978 1.75156 2.75596
C 8.14267 1.95150 2.64371
H 6.13193 -1.10432 2.54376
H 6.94820 -0.17829 1.25983
H 7.89807 -0.88716 2.60188
H 8.06165 2.04136 1.56019
H 9.05083 1.41190 2.91297
H 8.16263 2.94309 3.09188
C -2.68445 0.38636 -6.19545
S -2.21765 -0.43735 -7.72505
O -1.19338 -1.46425 -7.38122
C -1.34991 0.96613 -8.43771
H -3.21232 -0.33113 -5.57021
H -1.79073 0.73520 -5.67746
H -3.34245 1.22514 -6.42260
H -0.54340 1.27689 -7.77336
H -2.05312 1.78554 -8.59028
H -0.93407 0.65688 -9.39608
C -0.52422 -2.92941 -10.90245
S 1.15475 -2.29466 -11.02964
O 1.13767 -0.89181 -10.53453
C 1.18984 -2.22892 -12.82765
H -0.78181 -3.01428 -9.84710
H -1.21755 -2.24374 -11.39112
H -0.57631 -3.91336 -11.36948
H 0.38606 -1.58705 -13.18912
H 1.08006 -3.23647 -13.22917
H 2.15031 -1.81857 -13.13305
C 1.62539 5.46264 4.39756
S 3.40218 5.54073 4.13177
O 3.65390 6.64475 3.16178
C 3.53718 3.99324 3.23097
H 1.31481 6.36458 4.91962
H 1.11011 5.40300 3.43893
H 1.38684 4.59253 5.00901
H 2.90108 4.02610 2.34573
H 3.24180 3.16787 3.87800
H 4.57107 3.85877 2.93039
C 0.00300 8.78174 7.17724
S -1.51315 8.11397 6.47400
O -1.15852 6.84138 5.79367
C -1.69284 9.36786 5.19651
H 0.32357 8.12038 7.97977
H 0.77656 8.82826 6.41000
H -0.19113 9.77585 7.58035
H -0.80789 9.37499 4.55962
H -1.83271 10.34335 5.66286
H -2.56938 9.12049 4.60113

3.
92
Properties=species:S:1:pos:R:3 method="wB97M-V/def2-TZVPD" orbital_gap_ev=8.15 de_lowest_kj_mol=120.5 charge=-1
C 2.17541 -0.55282 -1.19448
F 2.78155 -0.27418 -2.38182
F 0.96515 -1.16352 -1.29185
F 3.00884 -1.36721 -0.50546
S 2.13689 1.08925 0.00629
O 3.50771 1.20848 0.59370
O 1.68308 2.17592 -0.89852
O 1.20671 0.75009 1.09238
O 3.03700 6.86698 1.37326
H 2.40533 6.34778 1.87092
H 3.11476 6.41139 0.53503
O 6.73321 4.27443 1.48610
H 6.55682 4.31419 2.42606
H 6.02983 3.72979 1.13275
O 2.76763 6.37797 -3.17423
H 2.41844 5.54764 -2.85044
H 3.13916 6.16459 -4.03019
O -0.33476 4.61242 3.41947
H -1.13095 4.91191 2.98058
H -0.21770 3.71212 3.11617
C -3.91078 -4.07905 -2.63859
C -4.22514 -5.23931 -1.62363
C -3.24303 -5.13000 -0.46315
O -5.54170 -5.06445 -1.21210
H -3.95261 -3.14147 -2.08425
H -4.60943 -3.94418 -3.46429
H -2.91719 -4.05761 -3.08627
H -4.09917 -6.19819 -2.12642
H -2.19688 -5.04638 -0.75754
H -3.13470 -6.00818 0.17338
H -3.53447 -4.32842 0.21553
H -6.03007 -4.80559 -1.99699
C -7.55919 1.12880 2.98443
C -6.39198 1.73823 2.23595
C -5.30443 0.75089 1.62174
O -6.77010 2.68235 1.30398
H -8.38205 1.80740 3.20917
H -7.27104 0.78582 3.97813
H -8.02215 0.27935 2.48223
H -5.77553 2.38118 2.86421
H -4.37855 1.29601 1.43822
H -5.63481 0.16169 0.76629
H -4.95134 0.05456 2.38237
H -6.02135 3.27457 1.20270
C -1.83427 2.69177 -4.94062
C -3.01947 1.91912 -4.40400
C -4.14472 2.83364 -3.84820
O -3.52892 1.18223 -5.51824
H -1.68644 3.40927 -4.13350
H -2.10667 3.15581 -5.88854
H -0.86427 2.21053 -5.06549
H -2.61751 1.30137 -3.60094
H -4.66497 3.28806 -4.69137
H -3.70633 3.64791 -3.27124
H -4.84545 2.25873 -3.24277
H -4.22285 0.57868 -5.24296
C 5.92482 0.82167 6.26964
C 7.01862 0.31714 5.34399
C 8.00764 -0.57444 6.03062
O 6.61305 -0.40559 4.20435
H 5.70283 0.11150 7.06618
H 5.04782 1.16698 5.72215
H 6.21017 1.65183 6.91579
H 7.55004 1.20933 5.01279
H 8.46746 -0.01232 6.84346
H 8.75272 -0.94323 5.32568
H 7.46322 -1.44771 6.38994
H 5.98937 0.14262 3.72259
C 1.14496 -0.75802 -9.23110
C 1.87694 -1.60135 -8.15807
C 0.94769 -2.39928 -7.30853
O 2.70428 -2.62184 -8.79675
H 0.36684 -0.09892 -8.84612
H 0.61271 -1.34138 -9.98243
H 1.81672 -0.05329 -9.72121
H 2.55709 -0.92666 -7.63818
H 0.42919 -3.18469 -7.85844
H 0.25732 -1.72529 -6.80134
H 1.48627 -2.87619 -6.48963
H 3.36012 -2.25026 -9.39123
C 1.09671 -3.17505 7.50645
C 1.01075 -2.55568 6.10758
C 0.37829 -3.48618 5.10376
O 0.18119 -1.44378 6.07805
H 0.10168 -3.42429 7.87510
H 1.53083 -2.50464 8.24820
H 1.73133 -4.06115 7.49317
H 1.99784 -2.22798 5.78143
H 0.22301 -3.05423 4.11512
H -0.63433 -3.73225 5.42337
H 0.88312 -4.45145 5.14247
H 0.30677 -0.99595 5.23824

4.
84
Properties=species:S:1:pos:R:3 method="wB97M-V/def2-TZVPD" orbital_gap_ev=10.02 smiles=CC(C)O.CC(C)O.CC(C)O.CCO.CCO.CCO.CCO.CO.CO de_lowest_kj_mol=259.0 charge=0
C 27.68060 6.98936 -27.97889
C 27.84098 5.50454 -27.69101
C 28.23252 4.68497 -28.90181
O 28.84597 5.41409 -26.66753
H 27.15468 7.16134 -28.91910
H 28.65128 7.48001 -28.02997
H 27.09588 7.44273 -27.17709
H 26.88812 5.11443 -27.31626
H 28.12911 3.61862 -28.70350
H 29.24217 4.92426 -29.23467
H 27.56377 4.93781 -29.73286
H 28.79671 4.53700 -26.27634
C 24.32252 3.18190 -26.88396
C 25.09891 2.26256 -25.96940
C 24.30545 1.05534 -25.53733
O 26.32359 1.86497 -26.60185
H 23.39218 3.57631 -26.46218
H 23.95111 2.64614 -27.76651
H 24.90738 4.06149 -27.14732
H 25.43476 2.81225 -25.08842
H 23.37722 1.33870 -25.03485
H 24.87261 0.46175 -24.81479
H 24.05275 0.40020 -26.37386
H 26.12709 1.61982 -27.51220
C 25.12136 6.07515 -24.89849
C 23.96281 6.32659 -23.95771
C 23.46047 7.75565 -23.97644
O 22.87653 5.46655 -24.39411
H 24.85048 6.40740 -25.90406
H 25.35078 5.01086 -24.87980
H 26.04210 6.56821 -24.57834
H 24.21475 6.00190 -22.95084
H 24.24601 8.48317 -23.76214
H 22.62662 7.89058 -23.28868
H 23.12238 7.97669 -24.99454
H 22.73312 5.62010 -25.33926
C 28.64833 5.93667 -22.93433
C 27.66519 6.32891 -21.84385
O 26.46035 5.55714 -21.88976
H 28.33075 6.25920 -23.92682
H 28.76085 4.84820 -22.98414
H 29.63989 6.35358 -22.74846
H 27.36147 7.36662 -21.98231
H 28.13356 6.24794 -20.85908
H 26.69253 4.66251 -21.62388
C 20.59297 10.08624 -24.46363
C 20.37148 11.50763 -24.92856
O 21.32796 11.93169 -25.91935
H 19.74806 9.78365 -23.84525
H 21.54402 9.95587 -23.94791
H 20.63643 9.43028 -25.33757
H 20.35536 12.22633 -24.10400
H 19.41376 11.58679 -25.44404
H 22.20671 11.89687 -25.53137
C 20.55438 3.30587 -22.66908
C 20.96094 4.42547 -21.73069
O 21.05255 5.67210 -22.39958
H 19.65023 3.59672 -23.20688
H 20.38708 2.36572 -22.14695
H 21.33360 3.17182 -23.42610
H 21.90746 4.18136 -21.23379
H 20.20920 4.54467 -20.94663
H 21.62347 5.57417 -23.18381
C 18.76711 9.01891 -19.79627
C 19.47939 7.73444 -20.12259
O 20.65154 8.02923 -20.86123
H 17.82058 8.81579 -19.28677
H 18.55176 9.58282 -20.70416
H 19.35940 9.63502 -19.12007
H 18.83109 7.05026 -20.68058
H 19.74457 7.22404 -19.18326
H 20.93439 7.21070 -21.29600
C 21.65068 7.10448 -27.65928
O 22.17645 5.78139 -27.50808
H 20.56034 7.10229 -27.62733
H 22.01621 7.70329 -26.82850
H 22.00107 7.56830 -28.58356
H 21.68692 5.21731 -28.11298
C 24.98805 9.19692 -20.80161
O 24.57429 9.66450 -19.52407
H 25.54649 8.26316 -20.70841
H 24.14220 9.01320 -21.46672
H 25.63766 9.91849 -21.30916
H 23.61912 9.76296 -19.52962

5.
96
Properties=species:S:1:pos:R:3 method="wB97M-V/def2-TZVPD" orbital_gap_ev=8.17 de_lowest_kj_mol=59.5 charge=+1
Mg -0.26257 -0.03713 0.24303
C -2.99385 -1.03567 -1.27591
O -2.01241 -0.16866 -0.77511
H -2.59999 -1.53476 -2.19362
H -3.39479 -1.85762 -0.62645
H -3.89018 -0.45291 -1.65117
C 1.46352 -1.90710 4.20873
S 2.94280 -1.85319 5.13525
O 2.85983 -2.93247 6.04412
C 4.05016 -2.33511 3.84173
H 0.61445 -1.92730 4.89160
H 1.39654 -2.84543 3.64904
H 1.31409 -1.03455 3.56094
H 4.86043 -2.88745 4.32783
H 4.43450 -1.43225 3.34634
H 3.62481 -3.00883 3.07034
C -4.32606 3.41791 -5.00976
S -2.88987 3.87907 -4.14134
O -3.25067 4.75312 -3.03132
C -2.42689 2.31314 -3.49903
H -5.02354 2.97938 -4.28970
H -4.10257 2.73630 -5.83648
H -4.74910 4.34334 -5.40792
H -2.97945 1.91051 -2.64286
H -1.39479 2.45046 -3.17591
H -2.40584 1.61284 -4.31113
C -0.02954 -0.40371 -3.92931
S 0.85356 0.64594 -2.75172
O 1.08759 -0.17094 -1.54563
C 2.34332 0.86087 -3.77955
H 0.45045 -1.38574 -4.01190
H -0.09401 0.17143 -4.85772
H -0.99802 -0.44765 -3.43810
H 2.92067 -0.06522 -3.74280
H 2.94355 1.72508 -3.48797
H 2.02045 1.07796 -4.79208
C 0.57483 4.57311 -0.79986
S -0.57645 3.56937 0.04988
O -0.33086 2.16476 -0.26394
C -0.01215 3.96004 1.66188
H 0.48705 4.40823 -1.88457
H 1.63341 4.51213 -0.54886
H 0.33316 5.62580 -0.63410
H -0.13203 5.01700 1.91561
H 1.01910 3.59442 1.78597
H -0.60553 3.52613 2.48652
C 6.08184 -5.01068 0.68751
S 4.42760 -4.70210 0.16086
O 3.46931 -4.77838 1.28361
C 4.70004 -3.02506 -0.25052
H 6.80807 -5.17615 -0.12095
H 6.10491 -5.91349 1.32158
H 6.46970 -4.20826 1.30628
H 5.13302 -2.43689 0.53966
H 3.74338 -2.54663 -0.47007
H 5.35531 -2.87437 -1.08643
C 0.21474 -3.57814 -1.18165
S 0.86758 -3.21687 0.34623
O 0.07751 -2.04903 0.81933
C 0.38548 -4.67852 1.20931
H 0.44503 -2.79131 -1.90234
H -0.85743 -3.65452 -1.09280
H 0.53259 -4.50658 -1.62426
H 1.17955 -5.43399 1.04915
H -0.57611 -5.11911 0.95578
H 0.44931 -4.34034 2.24982
C -6.55939 1.36380 -1.32089
S -6.09555 2.47353 0.00449
O -6.07339 1.68328 1.23365
C -4.49622 2.91646 -0.51242
H -7.50010 0.94866 -1.02561
H -5.81303 0.61240 -1.55950
H -6.70169 1.98780 -2.20359
H -3.85065 2.02516 -0.67606
H -4.08661 3.43669 0.37434
H -4.43361 3.60238 -1.34895
C 3.87931 1.67593 0.24102
S 3.25517 0.58416 1.50537
O 1.87797 0.24205 1.15624
C 3.18302 1.72237 2.80929
H 3.87381 1.08327 -0.66030
H 4.90097 1.82770 0.54958
H 3.31807 2.59547 0.09504
H 2.74526 2.69707 2.54787
H 4.19322 1.98194 3.17513
H 2.61193 1.34463 3.65727
C -2.28655 -1.52219 2.97475
S -1.97178 0.19533 3.26656
O -0.79887 0.50410 2.44665
C -3.23861 0.79052 2.28563
H -2.37550 -1.65964 1.88950
H -3.21263 -1.83192 3.46439
H -1.48239 -2.16336 3.34240
H -4.23468 0.52035 2.63563
H -3.14932 0.41499 1.26209
H -3.23671 1.88286 2.30735